ORCA calculation (ωB97M-V with the def2-TZVPD basis set) on C16H20BrN5O3RuS as an isolated structure at a distorted geometry.

Geometry as XYZ:
```
47
Properties=species:S:1:pos:R:3:forces:R:3
C -0.603 5.142 -0.279 0.00 -0.02 0.01
H 2.747 -5.034 0.793 0.00 0.00 0.00
N 1.468 0.801 0.438 -1.54 -0.22 0.51
C 2.319 -4.908 -0.203 -0.02 -0.01 -0.01
C 2.309 1.121 1.522 -0.17 0.20 0.75
H 0.821 6.001 -1.642 0.00 0.00 0.00
H -0.115 -5.975 -1.072 0.00 -0.01 0.01
H -3.213 -4.356 -1.555 -0.01 0.00 0.00
H 1.263 0.667 -2.290 0.02 -0.04 -0.05
C -2.750 4.296 0.460 -0.01 -0.01 0.02
C -2.150 3.068 0.564 -0.07 -0.10 0.07
C -0.471 -2.638 0.678 -0.57 0.14 -0.01
N 0.749 -3.200 0.517 0.07 0.08 0.20
H -1.098 -0.682 -1.299 0.00 -0.02 -0.06
C -2.707 -5.033 -0.865 0.02 0.00 0.00
C 0.872 -0.159 -1.694 -0.05 -0.01 0.03
H -2.374 6.333 -0.067 0.00 0.00 0.00
Ru -0.392 0.862 0.719 1.96 -0.19 -0.34
H 1.042 6.476 0.041 0.00 0.00 0.00
H 2.946 -4.201 -0.752 0.00 0.01 0.01
H 1.560 -2.712 0.888 -0.01 0.00 -0.01
H 0.925 3.614 -0.368 0.00 0.01 0.01
N -0.876 2.834 0.266 -0.28 0.13 0.01
C 0.294 6.260 -0.723 0.01 0.00 -0.01
H 2.335 -5.866 -0.714 0.00 0.00 0.00
O 2.548 -1.129 -0.235 -0.06 0.24 0.08
C -1.442 -4.410 -0.398 0.00 -0.02 -0.04
H -3.373 -5.167 -0.011 0.00 0.00 0.00
C 0.928 -4.390 -0.102 0.03 -0.05 -0.02
H -3.792 4.434 0.712 0.00 0.00 0.00
Br -2.990 1.468 1.170 -0.05 0.18 -0.11
O 1.949 0.797 3.885 -0.28 0.07 0.26
H 3.201 0.502 1.578 -0.01 0.02 -0.03
C 1.375 1.057 2.881 1.16 -0.16 -0.54
C 1.749 -0.260 -0.450 0.02 -0.05 -0.60
C -1.947 5.343 0.027 -0.01 0.01 0.01
H -0.946 0.790 -1.974 -0.03 0.02 0.04
C -0.199 -5.019 -0.577 -0.01 0.02 0.03
S -0.626 -1.198 1.711 0.40 -0.04 0.21
H -0.274 7.169 -0.902 -0.01 0.00 0.00
H 0.945 -1.070 -2.285 -0.01 -0.02 0.03
N -0.528 0.160 -1.296 0.00 -0.07 0.02
O 0.161 1.385 2.611 -0.66 -0.08 -0.07
N -1.552 -3.217 0.224 0.05 0.04 -0.18
H -2.540 -5.991 -1.350 0.00 0.00 0.00
C -0.108 3.851 -0.146 0.04 -0.01 -0.03
H 2.559 2.185 1.561 0.06 -0.03 -0.20
```
Positions in Å, forces in eV/Å.

Properties
Frontier orbital gap (alpha / beta): 5.97 / 5.89 eV
2S+1: 1
Energy above the lowest of the compared OMol25 structures with the same formula, charge and spin: 63.8 kJ/mol
Max |F|: 2.00 eV/Å
Total charge: +2
Electronic energy: -4187.7759 Eh

Mulliken atomic charge list, values in e, 2 entries: 0.381 0.367

ORCA calculation (ωB97M-V with the def2-TZVPD basis set) on a 2-piece molecular cluster, C16H20ClN3O4 overall at a distorted geometry.

Geometry as XYZ:
```
44
Properties=species:S:1:pos:R:3:forces:R:3
O 8.478 -0.066 -3.385 -0.19 -0.52 1.20
H -5.699 1.081 -2.469 0.21 0.04 0.03
H 2.853 0.406 3.414 0.05 0.00 0.12
H 9.357 -1.513 -1.856 -0.02 -0.04 0.00
C -3.072 0.542 -0.383 0.40 -0.24 0.42
H -6.032 -0.851 -0.531 -0.11 -0.01 0.15
N -3.231 -0.883 -0.049 -0.01 0.85 -1.15
H 6.567 1.270 -2.557 0.28 -0.23 0.24
C -3.680 -1.350 1.115 -0.68 -0.23 1.50
C 0.783 0.574 0.652 0.79 -0.09 -0.30
C 2.566 0.436 2.375 0.16 -0.04 -0.56
C 1.788 0.515 -0.338 0.39 -0.02 0.45
C 1.214 0.531 2.012 -0.69 0.03 -1.04
O -3.413 1.536 -2.560 0.39 -0.08 0.35
O 8.561 -1.179 -1.416 -0.63 0.71 -0.35
H -4.040 -3.098 2.279 0.04 0.08 -0.15
O -4.115 -0.634 2.008 0.10 0.27 -0.16
Cl 6.841 1.044 -0.187 -0.14 -0.14 -0.45
H 1.500 0.555 -1.378 0.05 -0.01 -0.19
H -2.617 -3.195 1.216 0.02 -0.18 -0.07
C 6.740 0.433 -1.876 0.27 -0.32 0.57
H -0.003 0.601 3.752 0.05 0.00 -0.26
H -5.815 0.643 0.409 -0.03 -0.14 -0.04
C 3.540 0.379 1.364 -1.14 0.06 0.26
H 5.903 -0.262 -1.964 0.03 0.03 0.22
H 3.901 0.382 -0.761 0.01 0.02 -0.07
H -1.467 1.874 -0.897 -0.13 -0.05 -0.36
H -2.894 -1.551 -0.722 0.11 0.06 -0.06
C -3.646 -2.849 1.294 0.06 0.11 -0.04
C -1.057 0.712 1.927 0.11 -0.02 -0.24
C -6.105 0.237 -0.562 0.38 0.02 -0.08
C 3.149 0.419 0.013 -1.19 0.07 0.26
H -2.077 0.818 2.276 0.31 -0.17 0.41
C -0.675 0.685 0.628 0.36 -0.20 0.16
H -1.186 0.207 -1.371 -0.04 0.07 -0.22
H -7.144 0.511 -0.753 0.17 0.04 -0.06
H 4.587 0.306 1.623 -0.05 0.01 0.02
C 8.017 -0.292 -2.280 0.43 0.50 -1.45
N -5.249 0.771 -1.621 -1.20 -0.40 0.81
C -1.571 0.839 -0.570 0.19 0.37 -0.38
H -4.257 -3.319 0.525 0.04 -0.20 -0.07
H -3.421 1.146 0.454 -0.19 -0.31 0.30
N 0.050 0.604 2.744 -0.06 0.10 1.28
C -3.928 0.988 -1.593 1.06 0.19 -1.01
```
Positions in Å, forces in eV/Å.

Properties
Frontier orbital gap: 8.46 eV
2S+1: 1
Energy above the lowest of the compared OMol25 structures with the same formula, charge and spin: 44.3 kJ/mol
Max |F|: 1.66 eV/Å
Total charge: 0
Electronic energy: -1547.1728 Eh

Mulliken atomic charge list, values in e, 2 entries: -0.538 0.293

ORCA calculation (ωB97M-V with the def2-TZVPD basis set) on C16H20CoN4O5S as an isolated structure.

Geometry as XYZ:
```
47
Properties=species:S:1:pos:R:3:forces:R:3
H -1.076 3.364 -0.302 0.01 -0.01 -0.01
H 2.267 -5.221 2.110 0.00 0.01 -0.02
C 4.084 0.932 -0.381 0.03 0.05 -0.01
N -2.709 1.900 -1.792 0.00 0.08 -0.08
H 4.500 1.936 -0.455 0.02 -0.02 -0.03
C 1.798 1.959 -0.368 -0.02 -0.21 0.03
H 0.578 -5.224 2.619 -0.01 0.00 -0.01
N 0.463 -2.295 -0.006 -0.05 -0.41 -0.42
C -2.093 3.353 0.068 -0.02 -0.02 -0.05
C -4.726 3.300 0.980 -0.04 -0.04 -0.04
O 2.149 -0.327 0.316 -0.13 0.38 0.04
C -3.763 4.029 1.660 0.04 0.03 0.02
H -5.747 3.284 1.335 0.00 0.00 0.00
C -3.068 2.623 -0.596 -0.05 0.02 0.10
H 3.604 0.809 2.342 0.01 -0.01 -0.03
C -2.173 0.698 -1.809 0.01 -0.21 -0.10
O 1.114 -2.712 2.130 -0.02 0.04 0.03
H -1.704 4.636 1.735 0.00 0.00 0.00
H 4.788 0.290 0.148 -0.02 0.01 0.03
C 0.429 -2.700 -1.282 -0.07 0.20 0.00
H -4.038 4.583 2.548 0.01 0.00 0.00
C 0.778 -4.902 -0.587 -0.03 0.09 -0.13
O 0.637 1.405 -0.724 0.35 0.14 -0.13
H -1.785 0.677 -3.816 0.02 0.00 -0.04
C 0.833 -3.115 1.020 0.05 0.04 -0.05
Co 0.235 -0.370 -0.625 0.06 -0.08 0.13
H 2.089 -0.722 1.201 0.05 -0.09 0.02
H 1.138 -6.414 1.420 0.00 0.00 0.00
S -2.026 -0.242 -0.348 0.01 0.02 0.20
C 2.766 1.000 0.363 -0.23 0.00 -0.11
H 1.948 1.451 2.316 0.00 0.02 -0.01
C 0.551 -4.059 -1.633 0.03 -0.11 0.22
C -4.382 2.589 -0.161 0.05 0.04 0.05
H -5.121 2.014 -0.703 0.01 0.00 0.00
H -2.820 2.384 -2.674 0.01 0.02 0.01
C 2.912 1.456 1.801 0.00 -0.03 0.08
N -1.773 0.156 -2.954 -0.03 0.16 0.00
H 0.488 -4.402 -2.651 0.00 0.00 -0.01
H 3.305 2.471 1.816 -0.01 0.00 0.00
N 0.903 -4.476 0.690 0.02 0.01 0.09
C 1.245 -5.395 1.779 0.00 0.00 0.01
C -2.450 4.059 1.206 -0.04 0.00 0.02
H 0.891 -5.968 -0.735 0.00 0.00 0.02
O 2.071 3.107 -0.567 0.00 -0.01 0.04
H 3.941 0.536 -1.387 -0.01 0.02 -0.01
H -1.332 -0.755 -2.943 0.00 -0.04 -0.03
O 0.281 -1.702 -2.103 0.02 -0.05 0.16
```
Positions in Å, forces in eV/Å.

Properties
Frontier orbital gap (alpha / beta): 9.75 / 6.54 eV
2S+1: 5
Max |F|: 0.59 eV/Å
Total charge: +1
<S²>: 6.01
Electronic energy: -2997.7436 Eh

Mulliken atomic charge list, values in e, 2 entries: 0.466 0.320

ORCA calculation (ωB97M-V with the def2-TZVPD basis set) on C16H20F3O4RuS as an isolated structure at a distorted geometry.

Geometry as XYZ:
```
45
Properties=species:S:1:pos:R:3:forces:R:3
O -1.559 -3.076 2.866 0.75 0.45 0.94
H -1.217 2.041 3.195 -0.13 0.01 0.17
H -0.254 -2.147 -3.490 -0.13 -0.10 -0.38
H 1.648 0.578 3.261 -0.06 -0.16 0.08
H 1.298 -1.379 -3.384 0.10 0.22 -0.30
S -0.416 -2.163 2.835 1.19 0.20 -2.69
H -2.552 -0.178 2.421 0.20 -0.28 0.01
H -2.119 -0.808 -2.843 0.09 0.34 -0.30
F 2.160 -2.215 3.472 -0.30 -0.98 0.13
H -0.840 3.580 0.963 0.13 0.23 0.00
H 2.498 0.397 -1.043 -0.26 -0.12 0.13
H -1.763 2.209 -1.173 0.05 -0.09 0.06
C -1.834 0.023 -3.519 -0.60 -0.27 0.38
O -0.447 -0.965 3.664 -0.25 -1.21 0.81
C -1.474 1.774 2.185 -2.49 0.60 0.04
C 0.332 -1.720 -1.533 -0.68 0.78 3.25
C 2.159 0.737 -0.072 0.93 0.73 0.71
C 2.187 -0.003 1.147 0.83 1.03 0.16
C -2.337 0.624 0.340 -0.70 1.01 0.40
F 1.563 -3.902 2.205 -0.10 0.15 1.10
C 1.721 0.831 2.220 1.56 0.75 -0.52
H 1.421 0.928 -3.051 -0.06 0.05 -0.23
H -2.812 -0.135 -0.266 0.30 -0.03 0.07
H -0.305 -2.601 -1.340 0.11 -0.52 -1.09
C 0.257 -1.281 -3.068 0.26 -0.09 -1.27
H -2.421 -0.111 -4.427 -0.12 0.09 -0.28
C -2.180 0.580 1.759 -0.81 1.50 -0.51
C -1.746 1.846 -0.155 -1.37 0.45 0.51
C 0.453 1.197 -3.488 0.28 1.02 0.56
H -2.182 0.931 -3.013 0.11 0.06 -0.20
F 0.932 -3.848 4.319 1.02 -0.93 0.68
H -0.017 1.859 -2.721 0.12 -0.36 -0.41
H 0.641 1.815 -4.369 -0.05 0.10 -0.18
O 0.098 -1.901 1.495 -1.07 -0.35 2.03
C 1.160 -3.111 3.230 -1.27 1.22 -0.05
H 1.560 2.871 -0.484 0.01 0.06 -0.15
H 2.530 -1.015 1.265 -0.30 -0.13 -0.13
C 1.422 2.141 1.657 2.51 0.11 -0.10
C -1.255 2.591 0.987 -2.47 0.48 0.46
O -0.061 -0.984 -0.425 -0.61 2.23 -3.18
Ru -0.035 0.994 0.950 0.34 -7.00 -2.74
C 1.643 2.053 0.212 2.16 0.28 0.18
H 1.362 -2.049 -1.269 0.27 -0.08 -1.01
C -0.356 -0.014 -3.728 0.53 -1.85 2.64
H 1.141 3.008 2.215 0.00 0.39 0.19
```
Positions in Å, forces in eV/Å.

Properties
Frontier orbital gap (alpha / beta): 3.41 / 5.73 eV
2S+1: 6
Max |F|: 7.52 eV/Å
Total charge: -2
<S²>: 8.79
Electronic energy: -1714.9547 Eh

Mulliken atomic charge list, values in e, 2 entries: -0.709 0.524

ORCA calculation (ωB97M-V with the def2-TZVPD basis set) on C16H20FeN3PS2 as an isolated structure.

Geometry as XYZ:
```
43
Properties=species:S:1:pos:R:3:forces:R:3
C -3.118 0.300 2.856 0.06 0.01 -0.02
H 0.407 -1.643 2.881 0.00 -0.01 0.00
C 4.107 2.934 -3.782 0.06 -0.02 -0.03
H -2.152 2.252 2.929 0.00 0.00 0.00
H -0.073 -4.092 1.376 0.00 0.00 0.00
C 3.201 1.856 -3.503 -0.04 -0.03 -0.01
H 1.587 -0.463 2.291 0.01 -0.01 -0.01
H 3.051 -0.969 -0.197 0.00 -0.01 0.01
C 1.337 -1.524 2.325 0.01 -0.03 0.02
H 0.819 -4.409 -0.119 0.00 0.03 -0.01
N 4.838 3.795 -3.988 -0.02 0.02 0.01
H -3.069 1.816 4.378 0.00 0.00 0.00
C 2.794 -2.021 -0.065 0.03 0.04 -0.02
H -4.900 0.021 1.632 0.00 0.00 0.00
H 3.515 -2.495 0.602 0.01 -0.02 -0.02
C 1.432 -0.232 -2.909 0.00 -0.05 -0.05
S 0.327 -1.542 -2.564 0.04 0.01 0.00
H -3.926 -1.679 3.280 0.00 0.00 0.00
C -2.209 -0.188 1.804 -0.05 -0.02 0.00
H 2.814 -2.498 -1.044 -0.01 -0.03 0.01
S 0.655 0.902 -0.535 -0.02 -0.02 -0.05
N -1.511 -0.553 0.973 -0.03 0.02 0.01
C -4.394 0.816 2.179 -0.02 0.01 0.01
H -4.107 -0.501 4.586 0.00 0.00 0.00
C 3.058 0.776 -4.394 -0.03 0.01 0.03
H 2.072 -1.079 -4.774 0.00 0.00 0.00
H -5.071 1.190 2.948 0.00 0.00 0.00
Fe -0.390 -1.035 -0.543 0.04 0.02 0.04
H 1.681 -4.359 1.432 0.00 0.00 0.00
N 4.424 0.652 -6.584 -0.03 -0.01 -0.01
H -2.531 -1.241 4.281 0.00 0.00 0.00
C -3.435 -0.861 3.806 -0.01 0.00 0.01
C 3.814 0.716 -5.612 0.06 0.03 0.01
H 2.574 2.707 -1.648 0.00 0.00 0.00
H -4.172 1.628 1.488 0.00 0.00 0.00
C 2.180 -0.249 -4.088 -0.01 0.01 0.03
H 2.130 -2.073 2.834 0.01 0.03 0.02
P 1.122 -2.128 0.622 -0.09 0.01 -0.02
C 2.462 1.876 -2.333 -0.01 -0.02 -0.01
C -2.404 1.435 3.603 0.00 0.01 0.01
H -1.489 1.081 4.077 0.00 0.00 0.00
C 0.868 -3.918 0.853 0.03 -0.03 0.02
C 1.577 0.843 -2.020 0.01 0.06 0.06
```
Positions in Å, forces in eV/Å.

Properties
Frontier orbital gap (alpha / beta): 7.31 / 7.20 eV
2S+1: 1
Max |F|: 0.10 eV/Å
Total charge: 0
Electronic energy: -3187.4090 Eh

Mulliken atomic charge list, values in e, 2 entries: 2.018 0.243